[1]
Here is a 2-piece molecular cluster, C2H6N2 overall from OMol25. Energies are from the ωB97M-V functional and the def2-TZVPD basis.

Values from the calculation:
**E**: -189.1389 Eh
**Highest occupied orbital energy (alpha / beta)**: -0.3706 / -0.2714 Ha
**Largest force on an atom**: 5.5 eV/Å
**Kohn-Sham gap (alpha / beta)**: 10.47 / 7.17 eV
**2S+1**: 1

Cartesian coordinates (Å):
C1 -0.83749 0.26785 0.02829
C2 -0.46539 -1.12228 -0.09276
N1 1.79610 0.57317 0.09147
N2 -1.91791 0.80793 0.21974
H1 2.36943 0.73949 -0.84904
H2 -1.23967 -1.76674 -0.02947
H3 0.42463 -1.31866 0.69959
H4 -0.00067 -1.34510 -1.11668
H5 1.94167 1.43435 0.66046
H6 -2.07070 1.72999 0.38839

=====

[2]
Here is a 2-piece molecular cluster, C2H6N2O overall from OMol25. Energies are from the ωB97M-V functional and the def2-TZVPD basis.

Values from the calculation:
**E**: -264.5036 Eh
**Highest occupied orbital energy**: -0.3595 Ha
**Largest force on an atom**: 2.2 eV/Å
**Kohn-Sham gap**: 10.52 eV
**2S+1**: 1

Cartesian coordinates (Å):
C1 1.92576 -2.08088 -0.80346
N1 1.57861 -2.95174 0.02610
H1 2.45242 -2.35825 -1.72092
H2 1.76189 -0.98009 -0.80766
H3 0.76774 -2.74639 0.60381
C2 -1.11576 1.28103 0.51886
N2 -1.04957 1.51028 -0.81975
O1 -1.24279 2.15358 1.35067
H4 -1.23370 0.23060 0.80528
H5 -0.64507 2.36795 -1.14580
H6 -1.71006 1.08081 -1.44407

=====

[3]
Here is C2H6N2O in the gas phase from OMol25. Energies are from the ωB97M-V functional and the def2-TZVPD basis.

Values from the calculation:
**E**: -264.4375 Eh
**Highest occupied orbital energy**: -0.3624 Ha
**Largest force on an atom**: 4.5 eV/Å
**Kohn-Sham gap**: 10.51 eV
**2S+1**: 1

Cartesian coordinates (Å):
C1 1.86804 -0.38147 0.05914
C2 0.44620 0.12762 -0.18444
H1 2.26961 -1.38076 -0.47034
H2 1.84102 -0.69831 1.20014
H3 2.58585 0.40238 0.13484
H4 -0.80579 1.55688 -0.18424
H5 -0.57308 -1.56351 0.55520
H6 -1.70595 0.66845 0.79438
N1 0.22405 1.43185 -0.02760
N2 -0.61619 -0.84194 -0.24343
O1 -1.84401 -0.19892 0.07738

=====

[4]
Here is C2H6N2O in the gas phase from OMol25. Energies are from the ωB97M-V functional and the def2-TZVPD basis.

Values from the calculation:
**E**: -264.4472 Eh
**Highest occupied orbital energy**: -0.3593 Ha
**Largest force on an atom**: 4.7 eV/Å
**Kohn-Sham gap**: 10.49 eV
**2S+1**: 1

Cartesian coordinates (Å):
C1 -0.66354 -0.22182 -0.67415
C2 -0.16771 0.86596 0.22635
H1 0.69651 -2.61370 0.55896
H2 0.74705 -1.14508 1.32515
H3 -1.47740 0.01446 -1.28990
H4 -0.73396 0.88885 1.13393
H5 0.84208 0.88814 0.39138
H6 0.52911 2.08072 -1.15615
N1 0.78861 -1.54565 0.35161
N2 -0.42145 -1.46731 -0.51789
O1 -0.13930 2.25543 -0.34929

=====

[5]
Here is C2H6N2O in the gas phase from OMol25. Energies are from the ωB97M-V functional and the def2-TZVPD basis.

Values from the calculation:
**E**: -264.5772 Eh
**Highest occupied orbital energy**: -0.3455 Ha
**Largest force on an atom**: 0.8 eV/Å
**Kohn-Sham gap**: 10.30 eV
**2S+1**: 1

Cartesian coordinates (Å):
N1 -0.09447 0.31102 -1.39197
C1 -0.86917 0.09906 -0.17639
C2 0.00497 -0.04628 1.06953
N2 1.23253 -0.57110 0.82713
O1 -0.38660 0.24902 2.17909
H1 -0.54017 -0.07899 -2.20352
H2 0.19707 1.26827 -1.49787
H3 -1.56280 0.91399 0.05100
H4 -1.45083 -0.81179 -0.27989
H5 1.54086 -0.70492 -0.12650
H6 1.92859 -0.62827 1.54939

=====

[6]
Here is a 2-piece molecular cluster, C2H6N2O overall from OMol25. Energies are from the ωB97M-V functional and the def2-TZVPD basis.

Values from the calculation:
**E**: -264.4327 Eh
**Highest occupied orbital energy**: -0.3526 Ha
**Largest force on an atom**: 3.9 eV/Å
**Kohn-Sham gap**: 10.58 eV
**2S+1**: 1

Cartesian coordinates (Å):
C1 2.15465 0.09089 0.60802
C2 -0.96435 -0.91432 -0.20902
N1 2.09992 -0.78127 -0.15742
N2 -0.84624 0.52316 -0.62923
O1 -0.74171 1.29068 0.63592
H1 2.43704 1.00321 0.98579
H2 -1.35789 1.98505 0.31151
H3 -0.00034 0.61587 -1.07636
H4 -0.32136 -1.12060 0.68705
H5 -2.09760 -1.18315 -0.10130
H6 -0.36212 -1.50953 -1.05495

=====

[7]
Here is a 2-piece molecular cluster, C2H6N2O overall from OMol25. Energies are from the ωB97M-V functional and the def2-TZVPD basis.

Values from the calculation:
**E**: -264.4799 Eh
**Highest occupied orbital energy**: -0.3217 Ha
**Largest force on an atom**: 2.5 eV/Å
**Kohn-Sham gap**: 9.50 eV
**2S+1**: 1

Cartesian coordinates (Å):
O1 4.68048 0.83986 0.85418
C1 4.17091 0.33892 -0.11915
H1 4.21089 0.70041 -1.14427
H2 3.57026 -0.53956 0.15332
N1 -1.92521 0.03605 -0.89204
C2 -2.66140 -0.06381 0.25206
N2 -2.26300 -0.81913 1.21479
H3 -1.09591 -0.51982 -0.94522
H4 -2.35602 0.44694 -1.70047
H5 -3.28836 0.76988 0.57867
H6 -3.04263 -1.18971 1.74812

=====

[8]
Here is C2H6N2O in the gas phase from OMol25. Energies are from the ωB97M-V functional and the def2-TZVPD basis.

Values from the calculation:
**E**: -264.4668 Eh
**Highest occupied orbital energy**: -0.3552 Ha
**Largest force on an atom**: 7.8 eV/Å
**Kohn-Sham gap**: 10.36 eV
**2S+1**: 1

Cartesian coordinates (Å):
C1 1.62863 -0.24983 0.06526
C2 0.28832 0.45379 0.05735
H1 1.34782 -1.29263 0.20795
H2 2.30888 0.12513 0.77916
H3 2.06485 -0.18127 -1.00094
H4 -0.59231 -1.54504 -0.34791
H5 -2.29572 0.42080 1.09552
H6 -2.09341 0.88914 -0.80167
N1 -0.70430 -0.36597 -0.04865
N2 -2.12190 0.02929 0.02405
O1 0.16913 1.71659 -0.03012

=====

[9]
Here is a 2-piece molecular cluster, C2H6N2O overall from OMol25. Energies are from the ωB97M-V functional and the def2-TZVPD basis.

Values from the calculation:
**E**: -264.5206 Eh
**Highest occupied orbital energy**: -0.3550 Ha
**Largest force on an atom**: 2.8 eV/Å
**Kohn-Sham gap**: 10.77 eV
**2S+1**: 1

Cartesian coordinates (Å):
C1 1.61940 -0.64881 -0.09095
N1 1.76449 0.46979 -0.66492
H1 0.65629 -1.13273 -0.12651
H2 2.48245 -1.32534 0.04028
H3 2.70460 0.73409 -0.92769
C2 -1.71572 -0.12609 0.67633
N2 -1.39083 0.94931 -0.09660
O1 -0.85491 -0.75264 1.27209
H4 -2.72219 -0.54838 0.76038
H5 -0.39017 1.04815 -0.23138
H6 -2.15342 1.33264 -0.61102

=====

[10]
Here is a 2-piece molecular cluster, C2H6N2O overall from OMol25. Energies are from the ωB97M-V functional and the def2-TZVPD basis.

Values from the calculation:
**Total charge**: +1
**E**: -264.1848 Eh
**Expectation value of S²**: 0.78
**Highest occupied orbital energy (alpha / beta)**: -0.5330 / -0.5322 Ha
**Largest force on an atom**: 1.8 eV/Å
**Kohn-Sham gap (alpha / beta)**: 9.90 / 5.48 eV
**2S+1**: 2

Cartesian coordinates (Å):
O1 2.26070 0.40386 0.01454
C1 1.93338 -0.74726 0.12247
H1 1.44368 -1.11626 1.03597
H2 2.04622 -1.46091 -0.70808
N1 -0.48513 1.07119 -0.55371
C2 -1.41218 0.26307 -0.08133
N2 -1.13525 -0.66264 0.81887
H3 -0.68899 1.70899 -1.30641
H4 0.48610 0.99819 -0.21079
H5 -2.43353 0.51902 -0.37500
H6 -2.01500 -0.97726 1.24349

=====

[11]
Here is C2H6N2O2 in the gas phase from OMol25. Energies are from the ωB97M-V functional and the def2-TZVPD basis.

Values from the calculation:
**E**: -339.6587 Eh
**Highest occupied orbital energy**: -0.3358 Ha
**Largest force on an atom**: 6.1 eV/Å
**Kohn-Sham gap**: 9.97 eV
**2S+1**: 1

Cartesian coordinates (Å):
C1 -1.37040 -0.78823 0.02433
C2 -0.40515 0.35272 0.41876
N1 2.11609 0.07085 0.45362
N2 1.11295 0.07944 -0.36352
O1 3.16546 -0.29808 -0.00199
O2 -0.78007 1.57518 -0.00115
H1 -2.11290 -0.60960 -0.77141
H2 -1.79364 -1.07113 0.88812
H3 -0.87192 -1.61101 -0.45024
H4 0.06956 0.45175 1.33500
H5 0.96616 -0.29751 -1.23837
H6 -0.09613 2.14560 -0.29316

=====

[12]
Here is a 2-piece molecular cluster, C2H6N2O2 overall from OMol25. Energies are from the ωB97M-V functional and the def2-TZVPD basis.

Values from the calculation:
**E**: -339.5422 Eh
**Highest occupied orbital energy (alpha / beta)**: -0.3187 / -0.3530 Ha
**Largest force on an atom**: 5.4 eV/Å
**Kohn-Sham gap (alpha / beta)**: 7.94 / 9.20 eV
**2S+1**: 1

Cartesian coordinates (Å):
C1 -2.08939 0.47741 0.03453
C2 1.62938 -0.25120 -0.48528
N1 0.73769 0.71865 -0.42418
N2 -0.86378 -0.12992 0.42832
O1 -0.59310 -1.34996 0.56914
O2 2.68446 0.05823 0.42682
H1 -2.22009 0.51927 -0.96000
H2 -1.97786 1.51500 0.46241
H3 -2.98871 -0.10218 0.41077
H4 1.22770 -1.28362 -0.40654
H5 2.06841 -0.16425 -1.45869
H6 2.38530 -0.00743 1.40272